Record 1
86
Properties=species:S:1:pos:R:3:forces:R:3 method="wB97M-V/def2-TZVPD" homo_energy_ev=-4.39 charge=-1 orbital_gap_ev=5.75 e_lumo_ev=1.36 energy_ev=-419305.856
In -0.17702 -0.32537 1.00571 -0.16 0.09 -0.09
C 0.20462 -4.21081 5.00117 0.00 0.01 0.00
C -0.17354 -2.95439 5.45272 0.01 0.00 -0.01
C 0.14168 -1.82340 4.71195 -0.01 0.03 -0.01
C 0.83933 -1.93706 3.51344 0.04 -0.03 0.03
C 1.21358 -3.20015 3.06395 0.02 0.00 -0.02
C 0.89819 -4.32892 3.80342 -0.01 0.02 0.02
N 1.12412 -0.77773 2.74258 0.04 -0.12 0.13
C 2.30967 -0.19110 2.87847 -0.08 0.02 -0.07
C 3.34831 -0.66475 3.74320 0.07 0.00 0.02
C 4.55285 -0.02764 3.80286 -0.03 -0.01 -0.01
C 4.83956 1.12751 3.03404 0.01 0.00 0.00
C 3.86824 1.62977 2.21984 0.00 0.00 0.01
C 2.60761 1.00373 2.14064 -0.06 -0.01 0.01
N 1.57007 1.48055 1.40051 -0.06 -0.11 0.01
N 1.68395 2.56209 0.77192 -0.06 0.09 -0.05
C 0.48825 2.91024 0.10191 0.02 -0.11 0.04
C 0.41330 4.18875 -0.44515 0.01 0.06 -0.02
C -0.75603 4.57047 -1.07227 0.03 0.02 0.02
C -1.81784 3.67616 -1.12822 -0.02 -0.02 -0.01
C -1.64770 2.42207 -0.56572 0.02 0.08 -0.03
N -0.51535 2.04134 0.01814 0.03 -0.02 -0.02
H -0.05057 -5.09478 5.57241 0.00 0.00 0.00
H -0.72318 -2.85140 6.38062 0.00 0.00 0.00
H -0.15882 -0.83914 5.05012 0.00 0.00 0.00
H 1.73781 -3.28886 2.12000 -0.01 -0.01 0.01
H 1.17750 -5.30501 3.42780 0.00 0.00 0.00
H 3.17074 -1.55095 4.33620 -0.01 0.00 -0.01
H 5.31875 -0.42700 4.45815 0.00 0.00 0.00
H 5.81265 1.59559 3.09406 0.00 -0.01 0.00
H 4.03156 2.51208 1.61584 0.00 0.00 0.00
H 1.26993 4.84271 -0.35859 -0.01 0.00 0.00
H -0.84575 5.55770 -1.50838 0.00 0.00 0.01
H -2.75536 3.93867 -1.59841 0.00 -0.01 0.00
H -2.44123 1.68521 -0.58925 0.01 -0.01 0.00
Br 4.18454 -4.17112 -2.94757 -0.01 0.01 0.01
C 2.73216 -3.63868 -1.85774 -0.03 -0.01 0.02
C 1.85674 -4.57790 -1.34184 -0.01 0.03 0.01
Br 2.08130 -6.41987 -1.71456 0.00 0.01 0.00
C 0.79794 -4.15795 -0.52584 0.01 0.01 -0.02
Br -0.41868 -5.38137 0.24944 -0.01 0.00 0.00
C 0.57847 -2.81315 -0.23379 -0.06 -0.10 0.03
O -0.38389 -2.41006 0.54910 0.10 0.05 -0.01
C 1.46433 -1.83863 -0.79812 0.08 0.08 -0.05
O 1.24545 -0.55962 -0.53867 -0.06 -0.07 0.00
C 2.53147 -2.27994 -1.56658 0.04 -0.02 -0.03
Br 3.74810 -0.96607 -2.18312 -0.03 0.02 0.02
Br -2.62172 -1.00587 -1.16895 0.05 0.00 0.05
C -3.80329 -1.00688 0.31763 -0.01 0.00 -0.01
C -5.04638 -1.51917 0.07846 -0.01 0.00 -0.01
C -6.04080 -1.47254 1.07293 -0.01 0.00 0.01
C -5.76930 -0.87566 2.26601 0.00 0.00 0.01
C -4.48637 -0.34065 2.53537 0.06 -0.01 -0.05
C -4.24520 0.29707 3.77705 -0.05 -0.02 0.00
C -3.01989 0.81084 4.06370 0.07 0.03 0.00
C -1.96729 0.65765 3.13467 -0.11 -0.03 -0.02
C -2.12808 0.03951 1.91555 0.20 0.07 0.04
C -3.43443 -0.43386 1.57366 -0.02 0.02 0.06
H -5.26580 -1.94757 -0.88964 0.00 0.00 0.00
H -7.01800 -1.89206 0.87059 0.00 0.00 0.00
H -6.52974 -0.79996 3.03484 0.00 0.00 0.00
H -5.06205 0.36379 4.48698 0.01 0.00 0.00
H -2.83620 1.30644 5.00999 -0.01 0.00 0.00
H -0.98381 1.01825 3.42418 0.00 0.00 0.01
C 3.46598 2.43366 -3.99622 -0.03 -0.01 0.00
C 2.15449 1.68670 -4.22076 0.06 0.02 0.01
C 1.31700 1.66699 -2.95558 -0.08 0.02 -0.01
S -0.16831 0.64200 -3.10156 -0.01 0.06 -0.14
O 0.20370 -0.55743 -3.90644 -0.04 -0.02 0.04
C -1.11714 1.75600 -4.24105 0.08 -0.07 0.03
C -1.23093 1.16308 -5.63586 -0.01 0.04 0.01
C -2.06255 2.05370 -6.55290 0.01 -0.02 0.01
H 4.08281 2.42886 -4.89646 0.00 0.00 0.01
H 4.03672 1.96622 -3.19166 0.00 0.01 0.00
H 3.28693 3.47444 -3.71416 0.00 0.00 0.00
H 2.35373 0.65499 -4.51443 -0.02 0.00 0.00
H 1.59815 2.15277 -5.03997 -0.01 0.00 0.00
H 0.96968 2.66266 -2.66515 0.01 0.01 0.02
H 1.86758 1.23250 -2.11978 0.01 -0.03 0.01
H -0.63790 2.73709 -4.26385 0.00 0.00 0.01
H -2.10481 1.88069 -3.79006 -0.01 -0.03 0.00
H -1.66989 0.16726 -5.56764 0.00 0.00 0.00
H -0.23228 1.01595 -6.04878 0.00 -0.02 -0.01
H -3.07444 2.18558 -6.16247 0.00 0.00 0.00
H -2.14284 1.61951 -7.55073 -0.01 0.01 0.00
H -1.61516 3.04559 -6.65391 0.00 0.00 0.00

Record 2
84
Properties=species:S:1:pos:R:3:forces:R:3 method="wB97M-V/def2-TZVPD" homo_energy_ev="-10.40 / -10.51" charge=+1 multiplicity=2 orbital_gap_ev="5.72 / 6.35" e_lumo_ev="-4.68 / -4.16" energy_ev=-116579.522
Ru 0.46616 -0.01072 0.78066 0.16 0.02 1.99
N -1.89643 -0.95130 -0.00328 0.29 0.34 -0.18
C -2.40453 -0.49377 -1.22480 0.04 0.04 -0.32
C -3.76310 -0.55851 -1.53383 0.00 -0.09 0.11
C -4.21320 -0.14649 -2.77529 0.05 0.01 0.03
C -3.31801 0.32495 -3.72958 0.03 0.09 -0.05
C -1.97969 0.45417 -3.40575 -0.12 -0.10 0.01
C -1.52811 0.09174 -2.13664 0.08 0.08 0.30
P 0.16539 0.47262 -1.60106 0.28 0.23 -0.50
C 0.38362 2.27766 -1.79407 0.04 -0.08 0.30
C 1.55032 2.80203 -1.23111 -0.13 -0.01 -0.11
C 1.79528 4.16400 -1.27812 0.02 0.03 0.07
C 0.88119 5.00972 -1.89017 0.00 0.05 0.00
C -0.27668 4.49196 -2.44874 -0.07 -0.01 -0.05
C -0.53513 3.13001 -2.39678 0.12 -0.05 0.03
C 1.08553 -0.15442 -3.05535 -0.08 -0.12 0.04
C 0.63263 -1.32886 -3.65958 -0.02 0.15 -0.06
C 1.20434 -1.78232 -4.83335 -0.03 -0.03 -0.01
C 2.24645 -1.07292 -5.41552 0.00 0.00 0.06
C 2.71931 0.07631 -4.80414 0.12 0.03 -0.05
C 2.14722 0.53752 -3.62699 -0.08 0.01 0.09
H -1.15286 -1.63972 -0.04601 -0.18 -0.54 0.05
H -2.60313 -1.24662 0.65673 0.22 -0.04 0.24
H -4.45890 -0.94326 -0.79713 0.00 -0.09 -0.04
H -5.26654 -0.21230 -3.01257 -0.01 -0.01 0.02
H -3.66719 0.61829 -4.70983 -0.01 -0.01 -0.01
H -1.27788 0.83924 -4.13429 0.00 0.02 -0.01
H 2.26184 2.13237 -0.75962 0.04 0.06 0.07
H 2.68435 4.57116 -0.81451 0.06 -0.02 -0.06
H 1.06656 6.07545 -1.92123 0.01 0.00 -0.01
H -0.99722 5.14870 -2.91814 0.01 0.03 0.00
H -1.45356 2.74223 -2.81159 -0.05 0.05 0.02
H -0.19596 -1.87333 -3.22692 -0.02 -0.06 0.01
H 0.82547 -2.68021 -5.30313 0.02 -0.02 0.01
H 2.68191 -1.41236 -6.34547 0.02 -0.01 0.00
H 3.53121 0.63186 -5.25401 0.02 0.00 0.01
H 2.51556 1.44976 -3.17667 0.01 -0.02 -0.04
C -3.31328 4.31903 0.11621 -0.02 -0.15 -0.01
C -2.16296 4.96019 0.56018 -0.04 0.12 0.01
C -1.06610 4.23152 0.96964 0.19 -0.32 -0.03
C -1.11279 2.83055 0.93379 -0.85 1.22 -0.49
C -2.28152 2.19369 0.51948 0.35 -0.18 0.30
C -3.37161 2.93164 0.10356 -0.11 0.16 0.02
N -0.03749 2.04331 1.34268 0.61 -1.18 0.92
N 0.81435 2.62162 2.05942 -1.41 1.41 -0.57
C 1.73237 1.87688 2.72245 1.46 -1.38 0.69
C 2.63218 2.52369 3.57783 -0.65 0.21 -0.49
C 3.48156 1.77553 4.35738 0.23 -0.47 0.13
C 3.40169 0.38736 4.29718 -0.06 0.47 0.10
C 2.49697 -0.18574 3.42652 -0.17 -0.48 -0.10
N 1.71559 0.52787 2.62263 -0.66 0.53 -1.20
H -4.17207 4.89666 -0.19793 0.01 0.03 -0.02
H -2.13039 6.04122 0.59204 0.03 0.00 -0.02
H -0.16169 4.71607 1.30560 0.00 0.06 -0.02
H -2.33132 1.12015 0.61029 0.04 0.03 -0.12
H -4.27607 2.42488 -0.20541 0.00 -0.01 -0.01
H 2.60654 3.60281 3.61812 0.02 0.02 0.00
H 4.18741 2.25442 5.02163 -0.01 0.03 0.00
H 4.02079 -0.23934 4.92124 0.00 -0.05 -0.02
H 2.38045 -1.25909 3.37123 0.09 0.05 -0.05
C -0.94954 -4.35834 -0.79387 0.02 -0.04 0.06
C -0.53513 -4.43645 0.64557 0.07 0.23 0.24
C -0.19825 -5.68297 1.21082 0.06 -0.15 0.04
C 0.13094 -5.74981 2.52936 -0.02 0.02 0.03
C 0.10731 -4.57742 3.31362 -0.03 0.28 -0.25
C 0.40444 -4.59733 4.69202 0.00 0.09 0.12
C 0.33721 -3.44939 5.43299 0.01 -0.27 0.21
C -0.05131 -2.24777 4.83591 0.12 0.20 -0.40
C -0.32880 -2.16985 3.47926 0.08 -0.17 -0.24
S -0.91991 -0.66319 2.85392 0.37 0.20 -0.63
C -0.23567 -3.35935 2.66798 -0.04 -0.25 0.36
N -0.52175 -3.31659 1.34548 -0.25 -0.04 -0.19
H -0.80855 -5.31703 -1.28816 0.00 0.02 -0.06
H -0.35226 -3.61030 -1.31262 0.03 0.10 -0.09
H -2.00579 -4.08948 -0.86841 0.04 0.05 -0.02
H -0.20748 -6.56988 0.59290 0.00 -0.01 -0.01
H 0.39274 -6.69147 2.99536 0.02 -0.02 -0.01
H 0.66834 -5.53940 5.15534 0.06 -0.01 0.00
H 0.57386 -3.46512 6.48793 -0.05 -0.03 0.03
H -0.14430 -1.35265 5.43665 0.04 0.04 -0.02
Cl 3.04552 -2.91112 1.59675 -0.14 -0.01 0.09
Si 2.29930 -1.49561 0.26561 -0.34 -0.23 -0.38
Cl 2.62229 -2.49552 -1.52646 -0.05 -0.07 0.24
Cl 3.76803 0.01648 0.24417 0.12 -0.01 -0.10

Among the records above, which one has the highest charge? C39H33Cl3N5PRuSSi

The lowest charge belongs to which entry? C39H33Br5InN4O3S

What is the charge in the first record? -1

The lowest charge belongs to which entry? C39H33Br5InN4O3S